Record 1
DFT (wB97M-V/def2-TZVPD) results for a 5-piece molecular cluster, C18H37N6O4 overall at a distorted geometry.

Geometry as XYZ:
```
65
Properties=species:S:1:pos:R:3:nbo_charge:R:1
N -0.59 -0.90 1.95 -0.788
C -0.74 0.43 1.30 -0.259
C -0.45 1.53 2.35 0.264
C 0.59 2.42 2.19 -0.248
C 0.78 3.37 3.21 -0.060
C -0.08 3.36 4.32 -0.247
C -1.09 2.44 4.42 0.080
N -1.26 1.54 3.42 -0.445
H 0.08 -0.80 2.71 0.358
H -1.48 -1.06 2.43 0.343
H -1.75 0.59 0.92 0.224
H 0.02 0.55 0.52 0.239
H 1.28 2.40 1.32 0.313
H 1.60 4.08 3.11 0.255
H 0.03 4.07 5.15 0.260
H -1.75 2.38 5.27 0.247
H -1.99 0.85 3.49 0.436
C 2.19 1.34 -0.93 0.522
O 2.74 1.73 0.11 -0.686
N 2.83 1.11 -2.08 -0.397
C 2.14 0.65 -3.27 -0.415
C 4.27 1.33 -2.14 -0.419
H 1.11 1.15 -0.99 0.120
H 2.55 -0.32 -3.58 0.206
H 2.28 1.37 -4.07 0.199
H 1.07 0.53 -3.07 0.242
H 4.76 0.69 -1.40 0.218
H 4.49 2.37 -1.89 0.217
H 4.64 1.10 -3.13 0.215
C -1.04 -1.67 -2.47 0.546
O -0.67 -0.63 -1.93 -0.698
N -1.65 -2.68 -1.85 -0.408
C -2.06 -3.89 -2.53 -0.398
C -1.92 -2.55 -0.43 -0.423
H -0.88 -1.85 -3.54 0.123
H -3.15 -4.01 -2.44 0.197
H -1.57 -4.75 -2.08 0.212
H -1.80 -3.84 -3.59 0.219
H -2.54 -1.67 -0.26 0.193
H -0.97 -2.41 0.10 0.229
H -2.42 -3.43 -0.05 0.211
C 1.52 -4.00 -0.29 0.527
O 1.33 -4.20 -1.48 -0.635
N 1.85 -4.94 0.61 -0.426
C 2.07 -4.62 2.01 -0.398
C 2.00 -6.32 0.17 -0.418
H 1.44 -2.99 0.14 0.104
H 3.09 -4.89 2.29 0.203
H 1.37 -5.18 2.63 0.197
H 1.93 -3.55 2.19 0.205
H 2.77 -6.38 -0.59 0.221
H 1.06 -6.66 -0.26 0.214
H 2.27 -6.95 1.01 0.209
C -3.35 5.72 -0.93 0.530
O -4.03 6.22 -0.06 -0.608
N -2.60 4.61 -0.79 -0.438
C -1.81 4.05 -1.87 -0.401
C -2.59 3.95 0.50 -0.415
H -3.30 6.15 -1.95 0.116
H -2.14 3.03 -2.08 0.200
H -0.75 4.03 -1.58 0.190
H -1.92 4.65 -2.77 0.222
H -3.61 3.65 0.76 0.217
H -2.23 4.65 1.26 0.210
H -1.95 3.07 0.48 0.181
```

The calculation puts the LUMO energy at -4.1 eV. For the total energy, the calculation gives -36390.88983 eV. Its HOMO energy is -11.35 eV. Its charge is +1. As for the spin multiplicity: 1.

=====

Record 2
DFT (wB97M-V/def2-TZVPD) results for C27H52AsN2ORuSSi4 as an isolated structure at a distorted geometry.

Geometry as XYZ:
```
89
Properties=species:S:1:pos:R:3:mulliken_charge:R:1
Ru 0.00 -0.50 0.80 -0.590
O -0.10 -0.11 4.65 -0.493
S 0.92 0.51 3.83 0.197
N 0.78 0.42 2.34 -0.352
C 3.56 -0.91 1.29 -1.383
As 2.25 -0.96 -0.12 0.638
C 2.69 -2.66 -0.92 -1.191
C 2.96 0.29 -1.47 -0.539
C 4.44 0.13 -1.72 -0.265
C 4.91 -0.69 -2.74 -0.269
C 6.27 -0.89 -2.92 -0.686
C 7.18 -0.28 -2.08 -0.515
C 6.73 0.56 -1.07 -0.692
C 5.36 0.76 -0.89 -0.301
H 4.55 -1.06 0.86 0.520
H 3.35 -1.72 1.99 0.424
H 3.52 0.03 1.83 0.344
H 3.75 -2.63 -1.17 0.543
H 2.10 -2.84 -1.81 0.335
H 2.51 -3.46 -0.20 0.415
H 2.74 1.30 -1.13 0.282
H 2.39 0.09 -2.38 0.352
H 4.20 -1.16 -3.42 0.433
H 6.61 -1.53 -3.73 0.407
H 8.24 -0.44 -2.21 0.403
H 7.43 1.05 -0.41 0.411
H 5.01 1.43 -0.11 0.433
C -1.03 -3.25 4.31 -0.840
N -0.90 -3.44 2.87 0.072
C 0.47 -3.54 2.42 -0.749
C -1.69 -2.52 2.10 -1.001
C -1.68 -2.84 0.63 1.648
C -2.37 -3.94 0.14 -0.584
C -2.30 -4.25 -1.21 -0.886
C -1.52 -3.47 -2.06 -1.077
C -0.86 -2.36 -1.57 0.162
C -0.94 -2.00 -0.22 -0.306
H -0.44 -4.01 4.83 0.346
H -2.07 -3.37 4.60 0.330
H -0.70 -2.26 4.63 0.256
H 1.03 -4.19 3.09 0.491
H 0.97 -2.55 2.41 0.033
H 0.52 -3.95 1.42 0.195
H -1.31 -1.45 2.22 -0.349
H -2.70 -2.53 2.51 0.909
H -2.95 -4.55 0.82 0.537
H -2.85 -5.10 -1.60 0.406
H -1.43 -3.74 -3.11 0.451
H -0.27 -1.76 -2.26 0.843
C -3.93 -0.32 -1.92 -1.021
Si -2.54 0.93 -2.09 0.662
C -3.24 2.61 -2.54 -1.074
C -1.34 0.41 -3.44 -0.542
Si -1.49 1.08 0.03 0.247
Si -3.05 1.91 1.67 0.487
C -4.22 3.17 0.95 -1.118
C -2.10 2.65 3.09 -0.748
C -3.99 0.39 2.24 -0.928
Si -0.01 3.11 -0.38 0.246
C -1.08 4.62 -0.28 -1.089
C 1.41 3.17 0.83 -0.625
C 0.60 2.85 -2.13 -0.483
H -4.34 -0.56 -2.91 0.416
H -4.74 0.07 -1.31 0.301
H -3.58 -1.25 -1.47 0.186
H -3.81 2.53 -3.47 0.456
H -2.45 3.34 -2.70 0.241
H -3.91 3.00 -1.77 0.232
H -1.67 -0.52 -3.92 0.502
H -0.33 0.24 -3.05 -0.383
H -1.26 1.18 -4.22 0.479
H -3.70 4.01 0.48 0.347
H -4.82 3.58 1.77 0.438
H -4.90 2.73 0.23 0.329
H -1.45 3.47 2.78 0.205
H -1.48 1.88 3.57 -0.002
H -2.79 3.03 3.85 0.474
H -4.46 -0.13 1.40 0.276
H -4.77 0.67 2.96 0.529
H -3.31 -0.30 2.73 0.035
H -1.30 4.91 0.75 0.304
H -2.03 4.49 -0.80 0.232
H -0.55 5.45 -0.76 0.476
H 1.07 3.49 1.81 0.342
H 2.18 3.87 0.48 0.481
H 1.86 2.19 0.95 -0.173
H -0.21 3.01 -2.85 0.347
H 0.98 1.84 -2.28 -0.335
H 1.40 3.55 -2.36 0.504
```

The calculation puts the LUMO energy (alpha / beta) at -5.1 / -5.1 eV. For the total energy, the calculation gives -139630.45663 eV. Its HOMO energy (alpha / beta) is -10.67 / -10.65 eV. The energy above the lowest of the compared OMol25 structures with the same formula, charge and spin comes out at 41.04 kcal per mole. Its charge is +1. As for the spin multiplicity: 1.

=====

Record 3
DFT (wB97M-V/def2-TZVPD) results for a 3-piece molecular cluster, C9H17F3N4O8P overall at a distorted geometry.

Geometry as XYZ:
```
42
Properties=species:S:1:pos:R:3:nbo_charge:R:1
N 3.69 1.00 1.07 -0.887
C 2.45 0.44 0.83 0.637
N 2.43 -1.06 0.63 -0.392
C 0.94 -1.35 0.44 0.287
N 0.25 0.00 0.54 -0.502
P -1.53 -0.01 0.37 1.455
O -2.08 0.80 -1.07 -0.908
O -2.35 0.51 1.81 -0.946
N 1.06 1.10 0.74 -0.301
C 0.74 2.57 0.90 1.113
F 1.93 3.37 0.41 -0.294
F -0.42 3.05 0.10 -0.282
F 0.64 2.86 2.36 -0.281
H 4.07 0.89 2.05 0.456
H 4.24 1.55 0.36 0.474
H 0.51 -2.43 0.24 0.330
H -1.27 1.18 -1.56 0.511
H -2.30 -0.26 2.47 0.529
C -8.53 -1.52 2.44 -0.259
O -7.18 -1.20 2.08 -0.500
C -7.06 -0.08 1.33 0.979
O -7.98 0.63 0.95 -0.625
O -5.74 0.11 1.06 -0.510
C -5.46 1.26 0.27 -0.253
H -8.51 -2.44 3.04 0.199
H -8.97 -0.72 3.04 0.196
H -9.13 -1.72 1.54 0.197
H -5.78 2.17 0.79 0.199
H -5.94 1.18 -0.71 0.199
H -4.38 1.31 0.12 0.179
C 6.58 -0.42 -4.54 -0.259
O 6.26 -1.49 -3.65 -0.486
C 5.97 -1.09 -2.38 0.986
O 5.97 0.06 -1.98 -0.662
O 5.69 -2.20 -1.65 -0.490
C 5.37 -1.93 -0.28 -0.256
H 6.79 -0.86 -5.52 0.207
H 5.73 0.26 -4.64 0.188
H 7.47 0.11 -4.20 0.198
H 4.47 -1.30 -0.22 0.183
H 6.21 -1.45 0.23 0.193
H 5.16 -2.88 0.21 0.201
```

The calculation puts the LUMO energy at -5.8 eV. For the total energy, the calculation gives -49377.00676 eV. Its HOMO energy is -12.69 eV. Its charge is +1. As for the spin multiplicity: 1.

=====

Record 4
DFT (wB97M-V/def2-TZVPD) results for one molecule with the formula C3H5NO at a distorted geometry.

Geometry as XYZ:
```
10
Properties=species:S:1:pos:R:3:nbo_charge:R:1
C -0.01 0.04 0.06 0.509
C -1.46 0.73 1.04 0.065
C 1.08 -0.44 -0.72 -0.677
N -0.02 0.65 1.20 -0.492
O -1.37 -0.11 -0.12 -0.494
H -2.01 0.36 1.94 0.178
H -1.69 1.73 0.93 0.183
H 0.90 -0.12 -1.87 0.231
H 1.32 -1.46 -0.74 0.245
H 1.91 0.11 -0.38 0.252
```

The calculation puts the LUMO energy at 1.1 eV. For the total energy, the calculation gives -6727.62007 eV. Its HOMO energy is -9.87 eV. The energy above the lowest of the compared OMol25 structures with the same formula, charge and spin comes out at 45.03 kcal per mole. As for the spin multiplicity: 1.

=====

Record 5
DFT (wB97M-V/def2-TZVPD) results for C18H26BBr2NO7P2 as an isolated structure at a distorted geometry.

Geometry as XYZ:
```
57
Properties=species:S:1:pos:R:3:nbo_charge:R:1
C 4.52 -3.81 1.16 -0.650
C 3.96 -2.38 1.59 -0.081
O 2.52 -2.30 1.50 -0.773
B 2.09 -1.84 0.24 1.261
O 2.45 -2.58 -0.91 -0.908
C 1.22 -0.47 0.03 -0.808
P 1.96 0.15 -1.62 0.216
P 3.62 1.51 -1.24 2.029
O 4.72 0.73 -0.62 -1.074
O 4.15 2.08 -2.71 -0.964
O 3.24 2.81 -0.25 -0.948
C 1.60 0.33 1.36 0.752
O 2.66 0.68 1.76 -0.487
N 0.28 0.46 2.01 -0.693
C -0.82 0.59 0.97 0.109
C -0.50 2.04 0.40 -0.458
C -1.68 2.70 -0.37 -0.023
C -2.43 3.75 0.34 -0.214
C -3.54 4.46 -0.30 -0.209
C -3.91 4.05 -1.65 -0.220
C -3.19 3.02 -2.38 -0.222
C -2.06 2.35 -1.74 -0.225
C -2.10 0.42 1.86 -0.121
Br -1.94 0.57 3.82 0.080
C -3.36 0.20 1.38 -0.046
C -3.67 0.10 -0.14 -0.682
Br -4.88 0.04 2.61 0.067
C -0.38 -0.63 0.00 -0.167
C -0.98 -2.04 0.27 -0.105
O -0.82 -2.81 -0.93 -0.547
C -1.11 -4.19 -0.69 -0.263
H 5.16 -4.24 1.98 0.221
H 5.14 -3.66 0.23 0.222
H 3.68 -4.52 0.95 0.200
H 4.49 -1.59 1.00 0.215
H 4.26 -2.24 2.66 0.196
H 2.49 -3.51 -0.60 0.497
H 0.91 0.95 -2.18 -0.017
H 3.72 1.61 -3.44 0.506
H 2.37 3.17 -0.49 0.491
H 0.15 -0.54 2.26 0.366
H 0.39 2.06 -0.26 0.222
H -0.27 2.69 1.29 0.252
H -2.12 4.04 1.37 0.225
H -4.09 5.28 0.21 0.231
H -4.77 4.54 -2.18 0.223
H -3.48 2.71 -3.41 0.226
H -1.47 1.57 -2.28 0.212
H -4.11 1.08 -0.47 0.255
H -4.51 -0.65 -0.25 0.239
H -2.80 -0.18 -0.78 0.232
H -0.59 -0.34 -1.07 0.222
H -0.53 -2.56 1.17 0.183
H -2.09 -1.97 0.49 0.198
H -0.67 -4.57 0.28 0.176
H -2.22 -4.32 -0.73 0.180
H -0.68 -4.83 -1.51 0.202
```

The calculation puts the LUMO energy at 0.2 eV. For the total energy, the calculation gives -194249.45169 eV. Its HOMO energy is -8.92 eV. As for the spin multiplicity: 1.